(1)
Molecular formula: C3H4CuMgO3
Method: DFT, ωB97M-V/def2-TZVPD

Its relative energy (zero: lowest compared OMol25 entry of this formula, charge and spin) is 553.6 kJ/mol. For the maximum force, the calculation gives 4.075 eV/Å. Its charge is +1. The value obtained for the frontier orbital gap (alpha / beta) is 5.226 / 5.226 eV. For the electronic energy, the calculation gives -59389.344 eV.

Geometry as XYZ:
```
12
Properties=species:S:1:pos:R:3:forces:R:3:mulliken_charge:R:1
H 1.4608 1.8430 1.2467 -0.26 -0.97 -0.17 0.35
O 1.7256 1.3064 -0.7230 -1.52 -0.56 1.95 -0.51
O 0.6236 -2.0203 -1.1628 -0.02 -0.55 0.98 -0.33
C 1.0127 1.6795 0.2450 1.92 2.11 -2.91 -0.13
C -0.0945 -2.0060 -0.2037 -0.30 2.49 -2.60 -0.07
H 0.1150 2.2981 0.0241 0.27 -0.77 0.18 0.38
Cu 1.7184 -0.3114 -2.1862 -0.49 0.13 1.08 0.72
Mg -2.4531 -2.3831 0.3089 1.12 0.40 -0.17 0.90
O -2.1640 -0.5378 0.1702 -0.05 -1.61 1.38 -0.68
C -0.8037 -0.2779 0.3873 -0.43 0.14 0.85 -0.37
H -1.0134 0.7901 0.6312 1.24 0.69 -2.01 0.36
H -0.1275 -0.3806 1.2624 -1.47 -1.52 1.44 0.37
```
Forces are in eV/Å.

***

(2)
Molecular formula: C32H56BrCl3NO17P2S
Method: DFT, ωB97M-V/def2-TZVPD

For the maximum force, the calculation gives 8.146 eV/Å. Its charge is +1. The value obtained for the frontier orbital gap is 6.465 eV. For the electronic energy, the calculation gives -207398.615 eV.

Geometry as XYZ:
```
113
Properties=species:S:1:pos:R:3:forces:R:3:mulliken_charge:R:1
C 5.7546 -4.3644 -0.3666 -0.15 0.47 -0.35 -0.95
C 4.7395 -3.3556 -1.1287 -1.55 0.40 2.54 0.59
Cl 4.8012 -3.0139 -2.9161 0.10 -0.42 2.42 -0.13
C 3.7532 -2.7323 -0.3215 1.01 0.17 -1.58 -0.53
Cl 3.7393 -3.0822 1.4881 -0.12 0.55 -2.21 -0.02
C 2.6318 -1.7277 -0.8350 -1.82 0.98 -0.68 0.09
C 1.3015 -2.4383 -1.3229 2.04 4.83 -0.15 0.67
P 0.9881 -4.3049 -1.2696 -0.73 -1.34 0.82 0.40
C 2.0125 -5.1609 -2.6507 -0.41 0.13 -0.42 -1.04
O 1.5733 -5.0093 0.1997 0.59 0.85 -2.59 -0.50
C 0.1928 -1.4959 -1.8649 2.91 0.63 1.12 -0.27
C -1.1559 -2.1857 -2.4017 0.90 -0.25 -0.03 -1.36
C -2.1052 -2.7879 -1.2482 -1.79 -0.71 -1.24 0.23
C -2.4094 -4.3800 -1.4494 0.61 -0.11 0.89 -1.02
Cl -1.5780 -2.4126 0.4663 -0.20 -0.19 -1.10 -0.12
C 0.4630 0.0425 -1.8713 0.90 -4.51 0.74 -0.15
P -1.0196 1.0960 -2.5374 0.56 2.08 -1.32 0.53
O -1.1727 0.6362 -4.2106 1.07 -0.05 2.32 -0.50
Br -2.9150 0.6226 -1.3929 1.00 -0.46 -0.72 -0.09
N 1.7172 0.6495 -1.4156 -0.60 -3.15 -0.42 0.17
C 1.7762 2.1382 -1.5562 -0.12 2.87 0.63 -0.85
C 0.9240 2.8548 -0.3564 0.07 -0.07 0.05 -0.24
C 0.6704 1.8940 0.9050 -0.10 1.01 0.23 -0.23
O 0.4939 2.7751 2.0629 0.58 -0.99 -0.32 -0.51
C 2.8045 -0.1639 -0.8717 -3.24 -3.65 -0.84 -0.17
S 4.3157 0.6903 -0.2639 2.52 7.70 -0.88 1.36
C 5.5279 -0.2803 0.6977 1.37 -1.62 -0.13 -0.72
O 3.9505 1.8939 0.6057 -0.25 -4.23 -1.38 -0.61
O 5.0179 1.2834 -1.4818 -1.93 -3.16 2.51 -0.66
H 5.1703 -5.1806 0.2079 0.83 1.32 -1.18 0.25
H 6.3120 -3.7692 0.4492 -0.81 -0.83 -1.39 0.25
H 6.5119 -4.8332 -1.0783 -1.19 0.70 0.93 0.39
H 2.7898 -5.8719 -2.2130 -0.76 1.18 -0.66 0.35
H 1.2555 -5.8064 -3.2340 1.13 1.00 1.03 0.34
H 2.4249 -4.3837 -3.3754 -0.23 -1.24 1.06 0.25
H 2.4101 -5.4652 -0.0464 -0.53 0.38 0.62 0.30
H -1.7871 -1.5198 -3.0766 1.12 -0.68 0.99 0.35
H -0.8095 -3.0689 -3.0616 -0.51 1.48 1.04 0.51
H -3.1362 -2.2834 -1.3861 1.90 -0.57 0.49 0.39
H -1.9987 -4.9281 -0.5250 -0.70 0.75 -1.48 0.28
H -1.8685 -4.8178 -2.3541 -0.81 0.77 1.16 0.28
H -3.5242 -4.6084 -1.5251 1.51 0.57 0.08 0.31
H -0.3314 1.0022 -4.5979 -1.07 -0.38 0.17 0.35
H 2.8201 2.5888 -1.4894 -1.17 -1.43 -0.08 0.48
H 1.3674 2.5156 -2.5716 0.53 -1.20 1.59 0.20
H 1.4604 3.8113 0.0033 -0.63 -1.73 -0.61 0.45
H -0.0857 3.1899 -0.7715 1.32 -0.52 0.52 0.21
H -0.3293 1.3645 0.7368 1.47 0.19 0.26 0.11
H 1.5459 1.1982 1.1305 -1.31 0.79 -0.60 0.35
H 0.9542 2.3992 2.8428 -0.41 0.26 -0.84 0.34
H 5.1474 -0.7696 1.6554 0.15 0.83 -1.51 0.17
H 5.9927 -1.0668 -0.0129 -0.98 1.20 1.17 0.29
H 6.4032 0.4302 0.9581 -1.90 -0.55 -0.64 0.44
C -7.2596 5.4251 1.3637 0.25 0.18 0.13 -1.21
C -7.0101 3.9955 0.9219 -0.66 0.24 0.21 -0.07
O -5.6633 3.8242 0.4592 0.50 -0.31 0.16 -0.31
C -4.7270 3.7429 1.4183 -0.25 0.27 -0.01 0.69
O -4.9216 3.7927 2.6088 0.15 -0.16 -0.53 -0.56
O -3.5270 3.6232 0.8226 -0.50 -0.10 0.03 -0.24
C -2.4285 3.6316 1.7324 0.40 -0.01 0.17 -0.21
H -6.9948 6.1252 0.5665 -0.15 -0.11 -0.03 0.30
H -8.3090 5.5695 1.6298 0.07 -0.05 -0.07 0.39
H -6.6482 5.6847 2.2303 -0.10 -0.12 -0.01 0.32
H -7.6633 3.7582 0.0787 0.35 -0.06 -0.07 0.38
H -7.2384 3.2805 1.7176 0.23 0.10 -0.01 0.19
H -2.5527 2.8786 2.5133 -0.07 0.17 -0.03 0.33
H -2.3164 4.6256 2.1711 -0.04 -0.16 0.09 0.38
H -1.5260 3.3983 1.1701 -0.33 0.09 -0.10 -0.40
C 5.2820 -2.4903 4.7477 0.08 0.21 0.17 -0.96
C 5.8896 -3.8783 4.6666 -0.49 0.10 -0.01 -0.12
O 7.3124 -3.8287 4.8163 0.18 -0.14 0.14 -0.38
C 7.7563 -3.6535 6.0737 0.15 0.20 0.18 0.76
O 7.0694 -3.5456 7.0605 0.24 -0.12 -0.51 -0.54
O 9.0970 -3.5919 6.0386 -0.59 -0.13 -0.17 -0.34
C 9.6945 -3.3029 7.3025 0.35 0.09 0.46 -0.63
H 5.7599 -1.8189 4.0279 -0.05 -0.11 -0.07 0.14
H 4.2089 -2.5253 4.5438 0.05 -0.03 0.01 0.33
H 5.4276 -2.0506 5.7363 -0.07 -0.14 -0.04 0.39
H 5.6932 -4.3023 3.6780 0.34 -0.03 0.07 0.22
H 5.4473 -4.5567 5.4015 0.16 0.16 0.05 0.33
H 9.3565 -4.0009 8.0708 -0.10 0.16 -0.11 0.30
H 9.4709 -2.2738 7.5925 -0.09 -0.16 0.06 0.29
H 10.7748 -3.4059 7.1943 -0.19 -0.04 -0.27 0.23
C -6.1831 0.0963 1.7353 -0.30 0.21 0.01 -0.81
C -6.0968 -1.2853 2.3564 0.36 0.18 -0.40 -0.31
O -7.0477 -1.4355 3.4161 -0.32 -0.25 0.01 -0.36
C -8.3187 -1.6347 3.0288 -0.08 0.19 0.06 0.77
O -8.7120 -1.7034 1.8884 0.22 -0.04 0.46 -0.56
O -9.0830 -1.7173 4.1297 0.44 -0.04 -0.38 -0.34
C -10.4792 -1.8261 3.8559 -0.53 -0.06 0.02 -0.63
H -6.0858 0.8698 2.5025 0.17 -0.09 -0.03 0.31
H -5.3966 0.2346 0.9889 0.01 -0.02 0.07 0.15
H -7.1479 0.2527 1.2479 0.09 -0.13 -0.04 0.36
H -5.1078 -1.4207 2.8014 -0.26 -0.05 0.23 0.27
H -6.2245 -2.0736 1.6088 -0.20 0.09 0.10 0.33
H -10.6873 -2.6531 3.1741 0.10 0.19 -0.03 0.29
H -10.8515 -0.8852 3.4442 0.04 -0.16 -0.10 0.29
H -10.9920 -2.0191 4.7988 0.32 0.06 0.01 0.23
C 1.2523 6.3193 -8.2358 -0.29 0.13 0.11 -1.11
C 1.7529 5.0264 -7.6203 0.22 0.25 -0.71 -0.18
O 1.3031 4.8900 -6.2647 -0.41 -0.39 0.37 -0.33
C 0.0213 4.5223 -6.1138 0.15 0.37 -0.36 0.74
O -0.7631 4.2937 -7.0022 0.33 -0.07 0.51 -0.55
O -0.2489 4.4771 -4.7958 0.25 -0.21 -0.21 -0.30
C -1.6164 4.1973 -4.4964 -0.50 -0.02 0.18 -0.60
H 1.5277 7.1737 -7.6116 0.14 -0.10 -0.09 0.30
H 1.6711 6.4590 -9.2347 0.02 -0.04 0.10 0.36
H 0.1635 6.3238 -8.3178 0.10 -0.11 -0.07 0.31
H 2.8451 5.0405 -7.5878 -0.16 -0.06 0.33 0.29
H 1.4594 4.1557 -8.2136 -0.16 0.09 0.18 0.30
H -1.9538 3.2861 -4.9950 0.01 0.19 -0.10 0.32
H -2.2414 5.0461 -4.7821 0.02 -0.18 -0.10 0.40
H -1.7019 4.0519 -3.4183 0.27 0.12 -0.09 0.05
```
Forces are in eV/Å.

***

(3)
Molecular formula: C26H49N2O2P
Method: DFT, ωB97M-V/def2-TZVPD

For the maximum force, the calculation gives 2.523 eV/Å. Its expectation value of S² is 2.01. Its charge is 0. The multiplicity is 3. The value obtained for the frontier orbital gap (alpha / beta) is 8.596 / 8.027 eV. For the electronic energy, the calculation gives -44114.707 eV.

Geometry as XYZ:
```
80
Properties=species:S:1:pos:R:3:forces:R:3:mulliken_charge:R:1
C -1.5224 0.7430 1.9788 0.50 0.17 -0.05 -0.98
C -0.4634 0.6419 0.9086 -0.37 -0.34 0.50 0.45
C -0.2956 -0.5481 0.2456 -0.51 -0.39 0.31 -0.20
C 0.6815 -0.6658 -0.6947 0.46 -1.87 -1.05 -0.83
C 1.5184 0.3566 -1.0163 0.97 0.83 -0.61 -0.58
C 1.3515 1.5669 -0.3931 0.10 0.18 0.08 -1.04
C 0.3695 1.6909 0.5620 -0.81 1.87 0.80 1.25
C 0.2446 3.0242 1.2584 0.03 -0.53 0.03 -1.84
P 1.6777 3.1937 2.5709 0.05 0.37 -0.17 0.05
H -1.1314 1.3017 2.8280 -0.21 0.09 0.07 0.35
H -1.7777 -0.2475 2.3514 -0.21 -0.01 -0.16 -0.12
H -2.4015 1.2522 1.5826 -0.15 -0.04 0.21 0.34
H -0.9245 -1.4008 0.4676 -0.06 0.00 0.07 0.39
H 0.8209 -1.6222 -1.1902 -0.06 0.02 0.00 0.39
H 2.3147 0.2697 -1.7449 -0.08 -0.29 -0.08 0.54
H 1.9554 2.4363 -0.6204 0.14 -0.08 -0.18 0.55
H 0.2681 3.8487 0.5421 0.30 -0.01 0.00 0.52
H -0.6965 3.1168 1.8008 -0.03 0.02 0.00 0.51
H 0.7534 3.0031 3.6397 0.11 0.06 -0.04 0.03
H 1.9808 4.4956 2.0490 -0.01 -0.08 0.15 0.04
H 2.3269 2.0205 2.0890 -0.12 0.08 -0.11 0.07
H 2.7619 3.3694 3.5279 -0.03 -0.03 0.17 0.07
C -3.4003 -3.4915 6.2181 0.24 0.14 -0.03 -1.76
C -4.2410 -4.2708 5.1712 0.28 0.59 1.71 1.93
C -3.8747 -5.7590 5.2035 0.20 -0.30 -0.41 -1.38
C -2.5187 -6.0705 4.5752 0.01 0.08 -0.02 -0.46
C -2.4293 -5.4853 3.1671 -0.36 -0.44 0.24 -1.34
C -2.7565 -3.9921 3.1218 1.72 0.88 -0.11 1.88
N -4.0426 -3.6793 3.8136 -0.81 -2.18 -0.89 0.38
O -5.0279 -4.0364 3.0465 -0.07 0.73 0.04 -0.60
C -1.5918 -3.2033 3.7545 0.04 0.01 0.31 -1.77
C -2.7914 -3.5240 1.6693 -0.57 -0.03 -0.28 -1.89
C -5.6908 -4.1264 5.6305 -0.41 0.02 -0.51 -1.94
H -2.5115 -4.0377 6.5363 0.04 0.04 -0.08 0.33
H -3.0858 -2.5192 5.8409 -0.01 -0.04 -0.06 0.30
H -3.9789 -3.2852 7.1179 -0.09 -0.16 -0.04 0.48
H -4.6401 -6.3346 4.6730 -0.06 0.14 -0.06 0.40
H -3.8903 -6.1103 6.2377 -0.07 0.15 0.05 0.36
H -1.7062 -5.6875 5.1993 -0.03 0.03 0.00 0.28
H -2.3773 -7.1523 4.5282 0.00 0.01 0.02 0.41
H -1.4297 -5.6539 2.7607 0.01 0.18 -0.04 0.38
H -3.1199 -6.0324 2.5169 -0.09 0.13 0.00 0.39
H -1.8319 -2.1407 3.8204 -0.04 -0.02 0.01 0.19
H -0.6960 -3.2980 3.1396 -0.09 -0.06 -0.11 0.43
H -1.3156 -3.5515 4.7476 -0.07 0.03 0.01 0.38
H -3.4998 -4.0891 1.0651 -0.11 0.06 0.12 0.42
H -1.8125 -3.6544 1.2069 0.09 -0.03 0.20 0.42
H -3.0545 -2.4661 1.6040 -0.04 -0.02 0.03 0.47
H -6.0113 -3.0831 5.6056 0.03 -0.01 -0.03 0.46
H -5.7860 -4.4839 6.6556 0.19 0.01 0.02 0.47
H -6.3815 -4.7109 5.0243 0.07 0.09 -0.12 0.37
C 4.2251 4.4962 -6.2367 -0.20 0.07 -0.17 -1.80
C 4.1908 3.6929 -4.9089 0.93 0.92 -1.39 2.04
C 4.4141 2.2024 -5.1867 -0.32 -0.41 0.13 -1.35
C 3.2110 1.5082 -5.8152 -0.07 0.06 -0.02 -0.57
C 1.9503 1.7577 -4.9904 0.51 -0.30 0.14 -0.66
C 1.6874 3.2424 -4.7362 -1.36 0.53 -1.19 1.77
N 2.9001 3.9392 -4.1961 0.50 -2.21 1.11 0.29
O 3.0578 3.6149 -2.9498 -0.32 0.69 0.17 -0.52
C 1.2186 3.9021 -6.0484 0.27 0.09 -0.26 -1.95
C 0.4948 3.3961 -3.7938 0.19 0.08 0.66 -1.53
C 5.3785 4.2067 -4.0964 -0.13 0.01 0.63 -1.99
H 4.0695 3.8674 -7.1142 -0.10 0.02 0.02 0.32
H 3.4780 5.2887 -6.2488 -0.03 -0.05 0.04 0.33
H 5.1845 4.9937 -6.3752 0.08 -0.15 0.09 0.49
H 4.6565 1.6901 -4.2497 -0.05 0.13 0.08 0.38
H 5.2861 2.0843 -5.8340 0.04 0.17 0.02 0.35
H 3.0646 1.8464 -6.8452 0.00 0.03 0.02 0.32
H 3.3990 0.4340 -5.8752 0.01 0.01 -0.02 0.41
H 1.0888 1.3152 -5.4948 -0.10 0.15 0.03 0.47
H 2.0463 1.2335 -4.0339 0.00 0.13 0.07 -0.22
H 1.1084 4.9807 -5.9241 0.03 -0.01 0.03 0.36
H 0.2456 3.5057 -6.3392 0.00 -0.07 0.15 0.43
H 1.8832 3.7228 -6.8912 0.04 0.05 0.05 0.38
H 0.6317 2.8769 -2.8471 0.16 0.03 0.03 0.11
H -0.4037 2.9810 -4.2500 0.11 -0.02 -0.19 0.41
H 0.2977 4.4475 -3.5748 0.06 0.01 -0.02 0.46
H 5.2612 5.2638 -3.8500 -0.04 -0.02 -0.01 0.47
H 6.2936 4.0958 -4.6779 -0.10 -0.02 -0.16 0.50
H 5.5218 3.6533 -3.1695 -0.15 0.05 0.02 0.35
```
Forces are in eV/Å.

***

(4)
Molecular formula: C8H17NO4Si
Method: DFT, ωB97M-V/def2-TZVPD

Its relative energy (zero: lowest compared OMol25 entry of this formula, charge and spin) is 259.3 kJ/mol. For the maximum force, the calculation gives 4.852 eV/Å. Its charge is 0. The value obtained for the frontier orbital gap is 10.131 eV. Its SMILES is COC(=O)[C@@](C)(NC=O)O[Si](C)(C)C. For the electronic energy, the calculation gives -26129.945 eV.

Geometry as XYZ:
```
31
Properties=species:S:1:pos:R:3:forces:R:3:mulliken_charge:R:1
C -2.2109 1.7784 0.3496 1.19 0.23 0.90 -0.10
C -1.7026 -0.7077 -0.6614 2.16 0.70 -0.67 0.10
C -0.8647 0.7598 -2.6811 -3.14 -1.50 3.38 -1.81
C -2.0736 -1.9182 1.2472 -0.29 1.55 3.18 -1.01
C 1.2493 -0.4672 2.0403 -1.67 0.84 -1.66 -0.84
C 2.3831 1.6606 0.3064 -1.09 1.11 -3.17 -1.17
C 2.6639 -1.6150 -0.3596 0.17 2.38 -1.01 -1.15
C -0.7415 0.4446 -1.1433 0.13 -2.70 -1.50 1.24
N -1.0726 1.5509 -0.3320 3.75 2.43 -0.21 0.07
O -3.0595 0.9501 0.5132 -1.39 -0.13 -0.12 -0.51
O -2.4894 -1.2999 -1.3202 -0.77 -0.29 -0.40 -0.61
O -1.2607 -1.0236 0.5590 -0.59 0.31 -0.51 -0.12
O 0.6120 -0.1210 -0.9714 -1.32 1.70 0.80 -0.36
Si 1.8090 -0.0703 0.2722 -2.08 -1.77 -0.16 0.43
H -2.1694 2.7577 0.8486 -0.37 0.12 -0.04 0.39
H -0.6471 -0.0983 -3.2096 1.52 -1.63 -1.20 0.43
H -1.9413 0.8044 -2.9141 0.23 0.91 0.25 0.40
H -0.3225 1.6135 -2.8239 1.34 2.08 -1.07 0.46
H -2.7579 -1.3897 1.9761 1.05 -0.03 -0.46 0.28
H -1.3813 -2.5096 1.7993 0.05 -0.99 0.43 0.24
H -2.7760 -2.4059 0.6837 -1.01 -1.69 -1.93 0.48
H 2.0769 -0.4886 2.7064 0.64 -0.01 0.72 0.54
H 0.5348 0.3773 2.2803 0.64 -1.10 0.21 0.21
H 0.7183 -1.4307 1.9842 0.20 0.43 0.44 0.06
H 1.6145 2.3304 0.6862 -0.12 -0.19 0.75 0.32
H 3.3103 1.9521 0.6935 1.39 0.28 0.65 0.44
H 2.3267 1.9889 -0.7946 0.65 -0.48 1.20 0.32
H 1.9524 -2.3823 -0.5117 -0.91 -0.73 0.19 0.35
H 3.0873 -1.3991 -1.3465 0.39 -0.20 0.27 0.29
H 3.3631 -1.8474 0.3820 1.49 -0.89 0.76 0.37
H -0.2306 2.2058 -0.2589 -2.23 -0.73 -0.02 0.27
```
Forces are in eV/Å.

***

Which value of maximum force does entry 1 give? 4.075 eV/Å